Record 1
Formula: C4H9N2O2
Source: OMol25
Level of theory: the ωB97M-V functional and the def2-TZVPD basis

Output
* HOMO: -3.949 eV
* frontier orbital gap: 7.8663 eV
* LUMO energy: 0.1440 Eh
* electronic energy: -11370.675 eV
* total charge: -1

Positions of all 17 atoms, in Å:
C (-0.28710, -0.62837, 1.16156)
C (-0.61239, 0.59081, 0.30719)
C (-0.51178, 0.35651, -1.21841)
N (-1.58764, 1.06789, -1.92656)
N (0.92820, -1.33278, 0.84620)
C (2.19937, -0.70053, 0.64708)
O (2.21050, 0.54783, 0.57540)
O (3.16110, -1.49597, 0.54964)
H (-0.34935, -0.27466, 2.20939)
H (-1.11903, -1.34747, 1.16945)
H (-1.61558, 0.90277, 0.59498)
H (0.13712, 1.31840, 0.55841)
H (0.44755, 0.68464, -1.59541)
H (-0.57297, -0.73066, -1.28294)
H (-1.15433, 1.76056, -2.52155)
H (-2.25644, 1.52936, -1.33119)
H (0.98275, -2.24834, 1.25676)

Forces on the atoms, in the same order (eV/Å):
C -0.36 0.04 0.92
C 0.72 -0.42 -0.48
C -0.97 -0.18 1.56
N 0.39 -0.25 -0.97
N -0.46 0.14 -0.22
C 0.54 -0.22 0.12
O -0.18 0.13 -0.04
O -0.16 -0.04 0.10
H 0.44 0.17 0.05
H 0.05 -0.11 -0.60
H -0.18 0.22 -0.09
H -0.01 0.63 0.30
H 0.25 -0.10 0.07
H -0.15 -0.07 -0.83
H -0.33 0.12 0.00
H 0.17 0.01 0.27
H 0.25 -0.06 -0.17

Atomic partial charges in e from the Löwdin method, atoms 1 to 8:
1. C -0.2666
2. C -0.2148
3. C -0.2691
4. N -0.0310
5. N 0.0139
6. C -0.7975
7. O -0.0785
8. O -0.1020


Record 2
Formula: C14H24N4O7PRhSTe2
Source: OMol25
Level of theory: the ωB97M-V functional and the def2-TZVPD basis

Output
* HOMO (alpha / beta): 0.331 / 0.241 eV
* frontier orbital gap (alpha / beta): 3.9168 / 4.0058 eV
* LUMO energy (alpha / beta): 0.1561 / 0.1561 Eh
* electronic energy: -72922.615 eV
* total charge: -2

Positions of all 54 atoms, in Å:
Rh (-1.22016, -0.62798, 0.85351)
O (-3.96946, 4.74862, 1.01771)
C (-3.74306, 4.42612, 2.22221)
O (-3.96036, 5.12952, 3.21511)
C (-3.18206, 3.04452, 2.45711)
C (-3.07446, 2.42772, 3.67761)
N (-2.59316, 1.17562, 3.48071)
N (-2.32276, 0.95472, 2.17811)
C (-2.67016, 2.08962, 1.52341)
C (-2.37996, 2.16432, 0.11841)
O (-2.93076, 3.13462, -0.61449)
O (-1.60556, 1.33342, -0.40519)
H (-3.42106, 3.81592, 0.03141)
H (-3.31766, 2.79442, 4.65641)
H (-2.25726, 0.50722, 4.15531)
Te (-0.84466, -2.79368, 2.02091)
C (-2.79786, -1.48808, -0.28389)
H (-3.73936, -1.04548, 0.06581)
H (-2.90046, -2.57608, -0.24599)
H (-2.62596, -1.20708, -1.32749)
S (0.61264, 0.24652, 2.64821)
C (1.69924, 1.12272, 1.74531)
N (1.56054, 2.48692, 1.62051)
C (2.40984, 3.16222, 0.66891)
C (2.72074, 2.21762, -0.49029)
C (3.49064, 1.03072, 0.08131)
N (2.84304, 0.54032, 1.28061)
H (0.60544, 2.80832, 1.69591)
H (3.34844, 3.43392, 1.17581)
H (1.93014, 4.08092, 0.32901)
H (3.30284, 2.71882, -1.26579)
H (1.77704, 1.86772, -0.91539)
H (4.51794, 1.34092, 0.33581)
H (3.55594, 0.22292, -0.65409)
H (2.82334, -0.48088, 1.38961)
C (2.16274, -0.39758, -3.35789)
C (1.88014, -1.87778, -3.14929)
O (2.30204, -2.33038, -1.89059)
P (1.17184, -2.19768, -0.66299)
O (0.60314, -0.83478, -0.74589)
Te (2.54374, -3.09378, 1.02681)
O (0.03884, -3.22758, -1.23759)
C (0.34124, -4.59488, -1.27559)
C (-0.87276, -5.34298, -1.80519)
H (1.88884, -0.10618, -4.36979)
H (3.21764, -0.18158, -3.19829)
H (1.57584, 0.17642, -2.64799)
H (2.41864, -2.47798, -3.89839)
H (0.80244, -2.05568, -3.26169)
H (0.58804, -4.94668, -0.26269)
H (1.21724, -4.75958, -1.92039)
H (-1.73046, -5.11678, -1.17499)
H (-0.69546, -6.41788, -1.78569)
H (-1.09506, -5.02418, -2.82399)

Forces on the atoms, in the same order (eV/Å):
Rh -0.64 0.89 -0.21
O 0.18 -0.23 -0.49
C -0.15 0.34 0.31
O 0.05 -0.20 0.11
C 0.24 -0.21 -0.43
C 0.09 -0.39 0.00
N 0.18 0.31 -1.41
N -0.47 0.31 -0.49
C -0.35 -0.79 2.82
C 1.00 -0.45 -3.26
O 0.44 -0.68 1.21
O -1.19 1.32 0.79
H -0.02 -0.01 -0.01
H -0.04 0.08 0.08
H -0.07 -0.14 -0.09
Te -1.03 -0.73 0.76
C 0.39 0.41 0.41
H 0.09 0.04 -0.03
H 0.24 0.17 0.23
H 0.10 0.19 0.05
S -0.29 -0.22 0.28
C 0.93 0.44 0.57
N -0.04 -0.82 -0.54
C 0.46 0.22 -0.31
C 0.10 -0.07 0.23
C 0.49 0.34 -0.41
N -1.36 0.46 0.09
H 0.08 -0.19 0.18
H -0.07 0.10 -0.15
H -0.05 -0.05 0.07
H 0.02 -0.05 0.01
H 0.00 0.00 -0.06
H -0.14 -0.04 -0.16
H -0.06 -0.02 0.15
H 0.03 0.08 0.02
C -0.02 -0.17 0.08
C -0.22 0.17 -0.66
O -0.35 0.17 0.61
P 1.11 -1.85 -1.11
O -0.87 0.72 0.55
Te 0.89 -0.06 0.33
O 0.27 1.00 0.12
C 0.05 -0.89 0.08
C 0.14 0.34 0.10
H -0.02 0.09 -0.17
H 0.15 0.00 -0.02
H -0.06 0.10 0.03
H -0.14 0.07 0.08
H 0.12 -0.03 -0.18
H -0.03 0.08 -0.20
H -0.06 -0.05 0.12
H -0.07 0.01 0.05
H 0.04 -0.08 -0.05
H -0.06 -0.06 -0.07

Atomic partial charges in e from the Löwdin method, atoms 1 to 8:
1. Rh 0.3250
2. O -0.0334
3. C -0.6413
4. O -0.0189
5. C -0.0559
6. C -0.0202
7. N 0.0326
8. N 0.0098


Record 3
Formula: C5H14NO3P
Source: OMol25
Level of theory: the ωB97M-V functional and the def2-TZVPD basis

Output
* HOMO: -9.458 eV
* frontier orbital gap: 10.0684 eV
* LUMO energy: 0.0224 Eh
* electronic energy: -22331.503 eV

Positions of all 24 atoms, in Å:
C (-0.87281, 1.42898, -3.08501)
C (0.74577, 0.42855, 3.64439)
C (0.15674, 0.52504, -3.64057)
C (1.44572, 1.25031, 2.61573)
C (-1.60592, -3.77498, 0.83030)
N (-0.58341, 0.46589, 0.76245)
O (-1.53033, -3.85821, -0.36884)
O (0.79719, -0.20198, -2.65208)
O (1.83462, 0.53672, 1.50867)
P (0.81727, -0.05233, 0.33487)
H (-1.73446, 0.87878, -2.61038)
H (-0.49007, 2.11382, -2.30217)
H (-1.39784, 2.07643, -3.82226)
H (-0.21757, -0.02707, 3.34151)
H (1.40534, -0.34967, 4.02985)
H (0.49919, 0.99743, 4.61085)
H (0.92738, 1.19218, -4.10134)
H (-0.24991, -0.13146, -4.45092)
H (2.33987, 1.58922, 3.14667)
H (0.79746, 2.11831, 2.33393)
H (-0.92126, -3.08548, 1.36120)
H (-2.49222, -4.16553, 1.32705)
H (-1.32422, 0.30483, 0.18737)
H (1.65346, -0.25978, -3.00125)

Forces on the atoms, in the same order (eV/Å):
C -2.53 0.82 1.18
C -1.48 -0.53 2.33
C 0.22 1.14 -2.18
C -0.97 1.85 1.51
C -0.32 1.40 -1.13
N 2.92 0.51 1.74
O 0.28 -0.40 0.16
O -1.21 -0.44 1.11
O 0.00 -1.50 -2.13
P 0.27 0.69 1.24
H 0.91 0.21 -0.29
H 0.08 -0.46 -0.41
H 0.70 -0.49 0.07
H 0.65 0.27 -0.13
H 0.05 -0.28 -0.31
H 0.38 -0.24 -1.53
H -0.51 -0.43 -0.15
H 0.17 0.39 0.58
H 0.16 0.40 -0.59
H 0.62 -0.54 0.10
H 0.06 -0.51 0.34
H -0.01 -0.46 0.64
H -2.53 -0.70 -2.08
H 2.11 -0.70 -0.06

Atomic partial charges in e from the Löwdin method, atoms 1 to 8:
1. C -0.1193
2. C -0.1319
3. C -0.3758
4. C -0.4077
5. C -0.1399
6. N -0.2198
7. O -0.0178
8. O -0.1281


Question: Among the records above, which one has the lowest electronic energy?
Answer: C14H24N4O7PRhSTe2


Copy entry 1 word for word.
Formula: C4H9N2O2
Source: OMol25
Level of theory: the ωB97M-V functional and the def2-TZVPD basis

Output
* HOMO: -3.949 eV
* frontier orbital gap: 7.8663 eV
* LUMO energy: 0.1440 Eh
* electronic energy: -11370.675 eV
* total charge: -1

Positions of all 17 atoms, in Å:
C (-0.28710, -0.62837, 1.16156)
C (-0.61239, 0.59081, 0.30719)
C (-0.51178, 0.35651, -1.21841)
N (-1.58764, 1.06789, -1.92656)
N (0.92820, -1.33278, 0.84620)
C (2.19937, -0.70053, 0.64708)
O (2.21050, 0.54783, 0.57540)
O (3.16110, -1.49597, 0.54964)
H (-0.34935, -0.27466, 2.20939)
H (-1.11903, -1.34747, 1.16945)
H (-1.61558, 0.90277, 0.59498)
H (0.13712, 1.31840, 0.55841)
H (0.44755, 0.68464, -1.59541)
H (-0.57297, -0.73066, -1.28294)
H (-1.15433, 1.76056, -2.52155)
H (-2.25644, 1.52936, -1.33119)
H (0.98275, -2.24834, 1.25676)

Forces on the atoms, in the same order (eV/Å):
C -0.36 0.04 0.92
C 0.72 -0.42 -0.48
C -0.97 -0.18 1.56
N 0.39 -0.25 -0.97
N -0.46 0.14 -0.22
C 0.54 -0.22 0.12
O -0.18 0.13 -0.04
O -0.16 -0.04 0.10
H 0.44 0.17 0.05
H 0.05 -0.11 -0.60
H -0.18 0.22 -0.09
H -0.01 0.63 0.30
H 0.25 -0.10 0.07
H -0.15 -0.07 -0.83
H -0.33 0.12 0.00
H 0.17 0.01 0.27
H 0.25 -0.06 -0.17

Atomic partial charges in e from the Löwdin method, atoms 1 to 8:
1. C -0.2666
2. C -0.2148
3. C -0.2691
4. N -0.0310
5. N 0.0139
6. C -0.7975
7. O -0.0785
8. O -0.1020


Question: Which value of electronic energy does entry 3 give?
Answer: -22331.503 eV


Question: What is the electronic energy in the second record?
Answer: -72922.615 eV